Entry 1:
# C44H38N8PPd

A molecular structure, C44H38N8PPd (ωB97M-V/def2-TZVPD, OMol25).

XYZ file:
```
92
Properties=species:S:1:pos:R:3:forces:R:3
Pd 0.14797 0.77895 -1.10087 0.142 0.051 0.403
C 4.08580 0.63915 -2.85929 -0.051 0.035 0.009
C 4.43689 1.98619 -2.85590 0.043 -0.046 -0.006
C 3.50576 2.91685 -2.44574 -0.066 0.095 0.013
C 2.23196 2.51244 -2.02713 0.150 -0.087 -0.068
C 1.87287 1.15253 -1.98476 -0.081 -0.028 -0.085
C 2.83037 0.23908 -2.43342 0.015 -0.058 -0.012
C 1.20292 3.46615 -1.62353 -0.225 -0.024 0.087
C 1.37577 4.87000 -1.74198 0.099 0.097 -0.042
C 0.39379 5.71668 -1.35145 -0.047 -0.049 0.031
C -0.81693 5.19216 -0.84363 0.051 -0.138 -0.010
C -1.86967 6.02300 -0.40473 -0.039 0.015 0.035
C -3.02674 5.47979 0.07788 0.012 0.082 -0.003
C -3.17689 4.08124 0.11452 0.029 -0.147 -0.058
C -2.17126 3.25403 -0.30991 -0.123 0.009 -0.166
C -0.95417 3.78474 -0.78512 0.000 0.180 0.014
N 0.07289 2.94482 -1.15322 0.040 -0.099 -0.064
H 4.79970 -0.10754 -3.18835 0.011 0.004 -0.003
H 5.42420 2.30065 -3.17012 -0.001 0.011 -0.005
H 3.78146 3.96448 -2.44411 0.002 -0.009 -0.011
H 2.58957 -0.81241 -2.43727 -0.053 -0.040 0.007
H 2.29876 5.25413 -2.14915 -0.015 -0.002 0.006
H 0.51524 6.79118 -1.42667 0.018 0.003 -0.004
H -1.73648 7.09734 -0.46148 -0.007 0.004 0.004
H -3.83336 6.11661 0.41824 0.005 0.008 -0.013
H -4.10152 3.64186 0.46665 -0.048 -0.033 -0.018
H -2.29334 2.18351 -0.30505 -0.037 -0.016 -0.044
N -2.36013 1.04073 -2.75007 -0.027 0.045 0.043
C -3.46253 0.85897 -2.44757 -0.089 0.015 -0.202
C -4.81002 0.65056 -2.08612 0.050 -0.064 0.081
C -5.68020 -0.07737 -2.92667 0.043 0.060 0.030
N -6.39907 -0.66998 -3.61149 -0.027 -0.015 -0.022
C -5.24872 1.07489 -0.82014 -0.062 -0.043 -0.038
N -5.60899 1.41112 0.22963 0.103 0.090 0.095
N 0.38838 -1.19013 -1.24849 -0.056 0.097 -0.291
P 1.15677 -2.30377 -0.56127 0.123 -0.070 0.204
C 1.68180 -3.63022 -1.71812 -0.097 0.069 -0.040
C 1.59616 -3.35579 -3.07908 -0.002 -0.008 0.041
C 1.95449 -4.31886 -4.01344 0.000 0.004 -0.002
C 2.39271 -5.56594 -3.59268 -0.003 0.003 -0.004
C 2.45647 -5.85643 -2.23552 0.003 0.007 0.018
C 2.09306 -4.89517 -1.30365 0.036 -0.012 0.000
C 2.66868 -1.84670 0.37614 -0.022 -0.132 -0.045
C 2.58541 -0.68580 1.13879 0.085 0.129 0.101
C 3.66195 -0.26421 1.90425 0.057 -0.003 -0.036
C 4.84593 -0.99130 1.90218 -0.034 0.015 -0.007
C 4.94468 -2.13926 1.13007 -0.008 -0.002 -0.021
C 3.85967 -2.56607 0.37348 0.026 -0.020 0.025
C 0.24778 -3.33580 0.66818 0.046 -0.007 -0.016
C -0.87942 -4.01231 0.19921 -0.006 -0.031 0.053
C -1.64800 -4.78499 1.05403 -0.005 0.041 -0.036
C -1.30309 -4.88661 2.39698 0.018 0.007 0.018
C -0.18717 -4.21656 2.87401 -0.004 -0.018 0.004
C 0.58828 -3.44773 2.01171 -0.036 0.034 -0.002
H 1.20928 -2.38896 -3.37943 0.014 0.040 -0.005
H 1.87767 -4.09821 -5.07076 0.002 0.000 -0.004
H 2.66810 -6.31897 -4.32084 0.003 -0.004 -0.002
H 2.77683 -6.83651 -1.90385 0.002 -0.004 -0.002
H 2.11593 -5.13675 -0.24642 -0.001 0.006 -0.001
H 1.67927 -0.09318 1.10990 -0.091 -0.013 0.015
H 3.58079 0.64232 2.49129 -0.006 0.005 0.005
H 5.69096 -0.65652 2.49104 0.008 -0.005 0.007
H 5.86849 -2.70471 1.11265 0.005 0.001 -0.005
H 3.95224 -3.46115 -0.22857 0.001 0.010 0.004
H -1.15038 -3.92346 -0.84736 -0.018 0.001 -0.005
H -2.52143 -5.30137 0.67565 -0.005 -0.006 0.003
H -1.90711 -5.48458 3.06812 0.001 -0.004 0.006
H 0.08506 -4.29088 3.91988 -0.002 -0.001 0.005
H 1.45806 -2.92768 2.39434 0.010 -0.007 -0.003
C -1.23553 2.64351 3.94847 0.011 0.009 0.007
C -0.64445 3.11567 2.63581 0.014 0.030 0.027
N -0.36528 1.94867 1.81768 -0.048 -0.016 0.029
C -1.33414 0.97880 1.62990 0.087 -0.107 -0.081
N -1.35283 0.33431 0.50918 0.042 0.078 0.165
C -2.27910 -0.78566 0.35733 0.046 0.005 -0.032
C -2.67598 -1.39146 1.68871 -0.028 -0.040 -0.002
C -3.19796 -0.27561 2.56848 0.053 -0.030 0.003
N -2.15872 0.73721 2.70234 -0.018 0.020 0.093
C -2.45706 1.79331 3.65608 0.017 -0.010 0.007
H -1.51966 3.49394 4.57067 -0.001 0.000 0.000
H -0.49340 2.05137 4.48849 -0.004 -0.007 0.004
H 0.29176 3.65223 2.79580 0.014 -0.021 0.005
H -1.34251 3.80350 2.13797 0.045 -0.013 0.052
H 0.13019 2.12315 0.95285 0.041 -0.016 0.011
H -1.78909 -1.50049 -0.29775 -0.004 -0.044 -0.032
H -3.18116 -0.44141 -0.14503 -0.095 0.071 -0.161
H -1.81921 -1.87663 2.16654 -0.011 0.026 -0.018
H -3.45131 -2.14605 1.54464 0.014 0.008 -0.021
H -3.42816 -0.63713 3.57479 -0.009 0.019 0.003
H -4.10969 0.15907 2.14136 -0.018 -0.007 -0.013
H -2.81444 1.31437 4.57083 -0.012 0.001 -0.009
H -3.27651 2.42302 3.28045 0.004 0.014 -0.003
```
Positions in Å, forces in eV/Å.

The value obtained for the maximum force is 0.4 eV/A. Its gap between HOMO and LUMO is 0.2420 hartree. Its electronic energy is -2606.88193 a.u. The multiplicity is 1. The HOMO energy is -4.64 eV. As for the charge: -1. The calculation puts the energy above the lowest of the compared OMol25 structures with the same formula, charge and spin at 0.0 kJ/mol.


Entry 2:
# H2N3O2

A molecular structure, H2N3O2 at a distorted geometry (ωB97M-V/def2-TZVPD, OMol25).

XYZ file:
```
7
Properties=species:S:1:pos:R:3:forces:R:3
N -0.12561 -1.05444 0.02213 0.630 0.451 -1.229
N -1.23016 -0.36023 -0.07627 -0.980 0.639 0.989
N 1.27058 0.16723 0.06616 -2.287 0.280 1.069
O 2.43066 -0.21638 -0.04613 -0.679 1.086 -0.210
O 0.85398 1.36510 -0.01291 1.818 -1.556 -0.284
H -1.30591 0.48896 -0.76107 0.003 -2.004 1.660
H -1.89353 -0.39024 0.80810 1.494 1.103 -1.994
```
Positions in Å, forces in eV/Å.

The value obtained for the maximum force is 2.7 eV/A. Its gap between HOMO and LUMO (spin up / spin down) is 0.2586 / 0.2586 hartree. Its electronic energy is -315.78800 a.u. The multiplicity is 1. The HOMO energy (spin up / spin down) is -2.10 / -2.10 eV. As for the charge: -1. The calculation puts the energy above the lowest of the compared OMol25 structures with the same formula, charge and spin at 317.6 kJ/mol.


Entry 3:
# C6H12N2O

C6H12N2O in the gas phase at a distorted geometry (ωB97M-V/def2-TZVPD, OMol25).

XYZ file:
```
21
Properties=species:S:1:pos:R:3:forces:R:3
C 0.42130 -0.55272 0.26438 4.946 -0.830 3.409
C -2.35016 0.96734 -0.74306 -0.134 0.030 0.270
N 0.10872 0.84008 0.29339 -1.971 0.164 -4.537
C -0.87036 1.00023 -0.99023 0.554 1.310 1.330
N -0.50676 -1.46622 0.90543 -0.443 0.023 -0.371
C 1.85586 -0.59439 1.16816 -1.236 -0.588 -1.730
C -0.35736 1.30094 -2.18604 0.412 -0.203 0.799
C 2.97025 -1.17150 0.71807 -0.460 0.188 0.200
O -0.46794 1.21249 1.49460 -0.834 -0.711 0.060
H -1.12479 0.50338 1.67287 0.048 0.432 0.165
H 0.74164 -0.89252 -0.72258 -0.500 0.348 0.049
H -0.41274 -2.37410 0.45746 -0.242 0.171 0.212
H -0.24649 -1.58460 1.88017 -0.056 -0.095 -0.164
H 1.84289 -0.12609 2.15150 -0.270 0.009 -0.163
H -2.62256 1.62862 0.08529 0.038 -0.129 -0.006
H -2.92438 1.29551 -1.61744 0.337 -0.044 0.067
H -2.68713 -0.04588 -0.50129 0.081 0.083 0.120
H 0.71509 1.29918 -2.35681 -0.057 0.198 0.134
H -0.98184 1.59790 -3.02493 -0.061 -0.436 0.178
H 3.02097 -1.62561 -0.26916 -0.017 0.024 0.089
H 3.87578 -1.21203 1.32023 -0.135 0.055 -0.112
```
Positions in Å, forces in eV/Å.

The value obtained for the maximum force is 6.1 eV/A. Its gap between HOMO and LUMO is 0.3630 hartree. Its electronic energy is -420.42327 a.u. The SMILES is C=C[C@@H](N)N(O)C(=C)C. The multiplicity is 1. The HOMO energy is -8.98 eV. As for the charge: 0. The calculation puts the energy above the lowest of the compared OMol25 structures with the same formula, charge and spin at 421.7 kJ/mol.